1.
C4H10N2O2S | ωB97M-V/def2-TZVPD

HOMO energy in Ha: -0.2911
Molecular weight in u: 150.20
Total energy in eV: -22218.285
Energy above the lowest of the compared OMol25 structures with the same formula, charge and spin in eV: 1.594
Lowest unoccupied orbital energy in eV: 0.593
Orbital gap in eV: 8.513
Total charge: 0

```
19
Properties=species:S:1:pos:R:3:forces:R:3
C 3.13008 1.24859 -0.70438 -0.14 1.28 1.52
C -2.41652 -2.32000 -0.29910 -1.41 -2.86 2.36
C 2.13999 0.17567 -0.81053 -1.49 -1.69 1.96
C -1.84255 -0.01756 -0.23256 0.95 -1.86 -1.89
N -1.60783 1.09023 0.39772 -0.11 0.59 -0.27
N -2.44579 -1.05727 0.30273 -2.17 1.02 4.05
O 2.60625 2.35735 -0.10818 0.05 0.76 -0.53
O 4.29194 1.21976 -0.95190 1.05 -0.56 -0.91
S 2.27375 -1.09855 0.63577 -1.84 0.02 -1.67
H -1.74892 -3.06986 0.13476 0.73 0.57 -0.01
H -3.34374 -2.91313 -0.26802 -0.49 0.76 0.39
H -2.28834 -2.19074 -1.27352 1.26 0.38 -4.22
H 2.29306 -0.46511 -1.64438 -0.05 0.00 -0.94
H 1.09817 0.49034 -0.62603 0.62 0.11 -0.85
H -0.96893 1.72950 0.00867 0.43 0.65 -0.86
H -1.78243 1.31281 1.32264 -0.83 0.10 2.55
H 3.28129 3.07488 -0.20397 -0.56 -0.86 0.29
H -3.00999 -1.10268 1.26357 1.74 0.70 -2.10
H 3.32136 -0.58708 1.11097 2.25 0.89 1.10
```
Positions in Å, forces in eV/Å.

=====

2.
C4H10N2O2S2 | ωB97M-V/def2-TZVPD

HOMO energy (alpha / beta) in Ha: -0.2119 / -0.3434
Molecular weight in u: 182.27
Total energy in eV: -33049.423
Energy above the lowest of the compared OMol25 structures with the same formula, charge and spin in eV: 0.000
Spin multiplicity: 3
Lowest unoccupied orbital energy (alpha / beta) in eV: 0.755 / -3.224
Orbital gap (alpha / beta) in eV: 6.520 / 6.121
Total charge: 0

```
20
Properties=species:S:1:pos:R:3:forces:R:3
C -1.58053 2.02774 0.47455 0.90 1.32 0.25
C 0.95479 -2.43627 0.00735 -1.03 2.52 2.42
C 0.82922 0.83307 1.49435 -0.42 1.79 -1.53
C -0.01996 -1.74669 -0.91776 0.19 2.49 4.44
N -2.02034 1.95441 -0.72022 -3.29 1.92 2.28
N -0.13955 0.57943 0.39183 2.10 -1.03 2.54
O -0.28346 0.61564 -2.02655 0.77 -0.30 0.18
O 1.89822 -0.00198 -1.04269 0.79 0.59 0.05
S -1.74157 2.69847 1.88741 -1.03 0.60 1.11
S 0.47425 -0.00694 -0.94106 -0.09 -1.52 -3.34
H 1.43460 -3.16827 -0.46878 1.83 -3.13 -1.75
H 1.73205 -1.77142 0.39362 0.05 0.13 -0.53
H 0.54665 -2.77894 0.93848 -0.77 -0.62 0.20
H 0.92128 -0.11300 1.96127 0.20 -0.74 1.11
H 1.80657 1.21877 1.21321 0.36 -0.70 -0.86
H 0.50928 1.71860 2.03641 -0.77 -0.86 0.71
H -1.03750 -1.70035 -0.56669 -0.43 -0.39 -0.05
H 0.06134 -2.05607 -1.85971 0.14 -1.17 -3.96
H -1.49875 1.61808 -1.45742 1.23 -0.98 -2.06
H -2.84659 2.51574 -0.79761 -0.74 0.06 -1.22
```
Positions in Å, forces in eV/Å.

=====

3.
C4H10N2O2Tl | ωB97M-V/def2-TZVPD

HOMO energy in Ha: -0.6985
Molecular weight in u: 322.52
Total energy in eV: -16043.856
Lowest unoccupied orbital energy in eV: -17.140
Orbital gap in eV: 1.869
Total charge: +3

```
19
Properties=species:S:1:pos:R:3:forces:R:3
Tl 5.75518 -18.46752 -21.56856 0.19 0.09 0.23
O 0.26972 -20.71529 -23.40830 -1.06 -0.68 -0.14
C -0.96497 -20.80068 -23.47234 0.37 0.65 -0.84
N -1.70404 -19.73237 -23.12980 0.00 -0.15 0.38
C -1.69746 -22.05064 -24.03180 0.54 -0.65 0.67
H -1.25300 -18.96263 -22.65635 0.29 0.23 -0.02
H -2.67542 -19.83566 -22.87318 -0.36 -0.29 -0.19
H -2.29350 -21.82755 -24.91672 0.07 0.58 0.03
H -2.31335 -22.38031 -23.19508 -0.25 -0.03 0.05
H -1.02427 -22.87700 -24.25993 0.20 0.29 0.03
O 5.51610 -20.23876 -27.57260 -0.59 0.31 2.49
C 5.57530 -20.44537 -28.74582 -0.23 -0.77 -2.63
N 6.68642 -20.42961 -29.44139 1.20 0.19 0.26
C 4.34750 -20.75152 -29.53625 -2.56 -0.34 -0.13
H 7.51938 -20.20028 -28.91824 0.53 0.11 -0.28
H 6.66691 -20.31797 -30.44501 0.08 -0.07 -0.21
H 3.38761 -20.83389 -29.02642 -0.10 0.98 0.77
H 4.26834 -21.81036 -29.78264 1.32 -0.56 -0.45
H 4.17672 -20.07066 -30.37013 0.37 0.10 -0.03
```
Positions in Å, forces in eV/Å.

=====

4.
C4H10N2O3S | ωB97M-V/def2-TZVPD

HOMO energy in Ha: -0.3450
Molecular weight in u: 166.20
Total energy in eV: -24264.899
Energy above the lowest of the compared OMol25 structures with the same formula, charge and spin in eV: 3.845
Lowest unoccupied orbital energy in eV: 0.655
Orbital gap in eV: 10.043
Total charge: 0
Structure (SMILES): C/C=C/C(N)(N)S(=O)(=O)O

```
20
Properties=species:S:1:pos:R:3:forces:R:3
C 0.71962 -0.75072 0.12909 2.53 0.96 0.38
C 0.21373 0.44577 0.27887 -3.49 1.13 -0.78
C 2.20912 -1.03114 0.23944 -3.89 2.20 1.32
C -1.43349 0.82507 -0.07400 4.90 -2.62 1.49
N -2.27486 0.51534 1.03892 -3.08 -1.07 -3.95
N -1.48486 2.12775 -0.59166 -4.12 1.33 3.21
O -1.85944 -1.79294 -0.92011 -0.48 0.14 0.64
O -2.90888 0.12277 -2.08193 -0.05 0.01 -0.42
O -0.48349 -0.49512 -2.34242 -1.31 -0.26 0.18
S -1.79391 -0.42614 -1.37852 -0.49 -0.08 -0.80
H 0.11514 -1.57886 0.14776 -1.51 -1.86 -0.76
H 0.72944 1.33826 0.54056 0.67 0.61 -0.25
H 2.61594 -0.13001 0.53691 1.61 1.73 0.24
H 2.21955 -1.65477 1.03231 0.59 -2.15 3.06
H 2.69121 -1.54397 -0.46510 1.61 -1.50 -3.53
H -2.56520 -0.47038 0.94016 -0.11 0.69 0.25
H -1.83577 0.56240 1.86258 2.31 0.52 3.68
H -2.54810 2.45642 -0.37828 3.21 -0.80 -0.88
H -1.40858 2.04183 -1.54858 0.28 0.50 -2.70
H -0.53787 -1.47351 -2.45204 0.80 0.51 -0.40
```
Positions in Å, forces in eV/Å.

=====

5.
C4H10N2O4 | ωB97M-V/def2-TZVPD

HOMO energy in Ha: -0.3176
Molecular weight in u: 150.13
Total energy in eV: -15477.484
Energy above the lowest of the compared OMol25 structures with the same formula, charge and spin in eV: 3.383
Lowest unoccupied orbital energy in eV: 0.643
Orbital gap in eV: 9.286
Total charge: 0

```
20
Properties=species:S:1:pos:R:3:forces:R:3
C -1.18099 -0.04716 -0.03231 -0.61 -0.80 -1.21
C 0.20076 -0.62650 -0.22975 -1.92 -2.80 -0.44
C 1.11519 -0.89845 0.94190 0.07 0.30 0.05
C 0.30731 1.65242 -0.23861 0.34 0.70 -1.01
N -1.79509 -0.31792 1.17215 0.56 0.42 -0.28
N 1.53067 2.13751 -0.06513 0.03 0.23 0.47
O -1.88743 0.36276 -1.01322 1.26 0.56 1.03
O 0.78341 -0.58264 -1.48182 -0.19 0.21 0.58
O -0.47422 -2.33223 -0.44345 0.56 0.87 0.43
O -0.44688 2.38448 -0.98492 -1.31 -1.31 -0.47
H -1.25589 1.62681 -1.31947 1.18 0.99 1.20
H 0.69658 -1.52291 -1.74809 -0.03 0.38 -0.02
H -1.33338 -2.29004 -0.89169 0.25 0.20 0.02
H -2.74675 0.01986 1.23022 0.14 -0.17 -0.15
H -1.64156 -1.26161 1.50506 0.14 0.18 0.09
H 1.76295 3.09249 -0.32124 0.02 -0.26 -0.28
H 2.27668 1.53114 0.23807 -0.26 0.23 0.31
H 0.76916 -0.44678 1.87221 -0.14 0.02 -0.15
H 2.10943 -0.50608 0.72263 -0.03 -0.05 -0.05
H 1.21005 -1.97516 1.08746 -0.06 0.09 -0.14
```
Positions in Å, forces in eV/Å.

=====

6.
C4H10N2O4S | ωB97M-V/def2-TZVPD

HOMO energy (alpha / beta) in Ha: -0.2872 / -0.3639
Molecular weight in u: 182.20
Total energy in eV: -26310.985
Energy above the lowest of the compared OMol25 structures with the same formula, charge and spin in eV: 0.000
Spin multiplicity: 3
Lowest unoccupied orbital energy (alpha / beta) in eV: 0.481 / -2.052
Orbital gap (alpha / beta) in eV: 8.295 / 7.851
Total charge: 0

```
21
Properties=species:S:1:pos:R:3:forces:R:3
C 1.12396 -1.50322 0.01340 0.00 -0.06 1.70
C 1.13593 0.12598 1.89759 0.29 1.14 1.53
C -1.53970 1.61414 -0.75775 -1.23 -1.28 -2.46
C 0.42799 -0.47340 0.78491 4.44 -1.09 0.02
N 0.34897 -2.22075 -0.79925 -0.49 -1.81 -2.71
N 1.17726 1.03688 -1.32529 1.61 1.83 0.86
O 2.30784 -1.75692 0.30087 -0.70 0.30 -1.12
O -2.25203 -0.93209 -1.10982 0.77 1.59 1.04
O -3.16906 0.19024 0.82618 0.05 0.94 0.55
O -0.83394 -0.34146 0.86313 -5.09 0.31 0.44
S -2.07627 0.08662 -0.06586 -0.11 -2.68 -2.44
H 2.18975 -0.15740 1.88685 -0.28 -0.08 0.17
H 1.08946 1.23350 1.80346 -0.04 -0.32 0.26
H 0.63153 -0.13561 2.88768 0.70 0.28 -1.13
H -1.17722 2.16435 -0.00451 1.38 2.04 3.13
H -0.74382 1.58041 -1.52862 -1.06 -0.65 0.38
H -2.45809 2.09469 -1.05312 -0.34 0.10 -0.49
H -0.66515 -2.05826 -1.02842 1.60 0.22 0.53
H 0.85892 -2.87332 -1.43913 -0.81 0.82 1.09
H 2.04211 0.52153 -1.47545 0.22 -0.48 -0.31
H 1.58157 1.80409 -0.67686 -0.90 -1.13 -1.04
```
Positions in Å, forces in eV/Å.

=====

7.
C4H10N2OS | ωB97M-V/def2-TZVPD

HOMO energy in Ha: -0.3120
Molecular weight in u: 134.20
Total energy in eV: -20168.807
Energy above the lowest of the compared OMol25 structures with the same formula, charge and spin in eV: 5.116
Lowest unoccupied orbital energy in eV: -3.576
Orbital gap in eV: 4.915
Total charge: 0

```
18
Properties=species:S:1:pos:R:3:forces:R:3
N 5.00192 0.08978 0.81091 1.35 -1.25 1.85
C -0.57053 0.07083 -0.35040 4.31 0.38 -2.11
C 0.58491 -0.67984 -0.95693 -0.26 3.02 -1.38
S 2.14218 0.27419 -1.09848 -1.62 -0.79 0.30
C -1.54938 -0.61776 0.34155 -4.57 -2.51 3.35
N -2.68652 0.15844 0.86158 1.82 -1.18 -1.48
C -3.29466 1.11821 -0.06847 0.98 0.80 0.00
O -1.58399 -1.85406 0.59284 0.92 2.51 -0.84
H 4.96231 -0.56736 1.65811 -0.16 1.33 -1.92
H 4.12335 0.12678 0.33672 -0.52 -0.23 -0.12
H 5.72942 -0.27283 0.18546 -0.56 0.15 0.29
H -0.43131 1.15576 -0.33872 -0.58 -0.35 0.00
H 0.37270 -1.09450 -1.97890 -0.12 0.14 0.76
H 0.75560 -1.50495 -0.32413 0.11 -1.64 0.96
H -3.31279 -0.55268 1.22960 -0.13 0.30 0.01
H -3.82803 0.63115 -0.90114 0.18 0.19 0.22
H -3.98507 1.77725 0.48491 0.35 -0.25 -0.33
H -2.43012 1.74160 -0.48450 -1.50 -0.63 0.43
```
Positions in Å, forces in eV/Å.

=====

- What is the molecular weight in the third record?
  322.52 u